Computed, not measured: a cluster of 9 separate species, C71H155F12N7OP5 in total at a distorted geometry, with ωB97M-V/def2-TZVPD.

Values from the calculation:
- total charge = +5
- DFT total energy (eV) = -167640.3118
- spin multiplicity = 1

Structure (XYZ):
```
251
Properties=species:S:1:pos:R:3:forces:R:3:lowdin_charge:R:1
C -2.32668 6.23029 0.51322 -1.5288 -0.6307 0.9442 -0.056
C -3.31565 6.68041 -0.55291 4.0675 0.7806 -0.3533 -0.229
N -4.67196 6.48380 -0.31571 -4.7761 1.0131 -1.0509 -0.041
C -5.56359 6.52841 -1.41971 -1.8819 0.0011 0.6732 0.003
C -6.91203 6.58696 -0.97000 4.6977 -1.1048 -0.1080 0.037
N -6.76305 6.54182 0.40001 1.7338 0.9269 1.4065 -0.084
C -5.44234 6.66739 0.78076 -0.8672 -1.6558 -1.4195 0.066
C -7.87732 6.59964 1.32358 -1.6296 0.9058 0.2564 0.016
H -1.28087 6.26970 0.20855 -0.2152 0.2795 -0.0711 0.072
H -2.56415 5.21546 0.83231 0.2272 -0.1980 0.0055 0.078
H -2.56293 6.86681 1.36593 0.7412 -0.0297 0.3495 0.080
H -2.99902 6.21748 -1.48755 -0.6241 -0.0682 -0.1678 0.127
H -3.08485 7.74285 -0.63071 -0.4828 0.2547 -0.4928 0.134
H -5.20524 6.63556 -2.43288 0.1201 -0.2605 0.1531 0.128
H -7.81213 6.47627 -1.55648 -0.1032 0.2741 0.4380 0.142
H -5.03365 6.77570 1.77456 -0.4318 -0.2272 0.1795 0.173
H -8.70968 6.85517 0.66785 -0.2999 -0.1515 0.3831 0.102
H -7.81274 7.41801 2.04066 0.4641 0.1283 -0.2124 0.115
H -8.14255 5.73359 1.92997 0.6653 -0.4764 -0.5269 0.110
C -7.46426 -1.27377 -4.85202 -0.3803 0.2994 0.3587 -0.065
C -6.90556 0.14762 -5.02832 -0.7586 -2.0144 0.0257 -0.165
N -6.10274 0.50011 -3.83680 0.9348 2.9892 0.7169 -0.038
C -4.71557 0.27069 -3.75564 -0.8027 1.3632 1.9674 0.016
C -4.27357 0.97063 -2.63361 -0.1126 0.2003 -0.9070 -0.023
N -5.29592 1.68685 -2.10030 -3.8153 -0.8840 -2.1236 -0.093
C -6.46668 1.44459 -2.85470 3.6970 -2.4438 -0.3103 0.090
C -5.20616 2.68828 -1.02495 0.3019 -1.1978 0.0434 0.022
H -8.31184 -1.26815 -4.16669 -0.2120 -0.0834 -0.2563 0.083
H -6.75088 -1.96435 -4.40226 0.2774 0.0698 -0.3110 0.077
H -7.74448 -1.61111 -5.84990 -0.2575 -0.2970 0.2773 0.092
H -7.73895 0.82067 -5.22971 0.3572 0.3411 0.4286 0.133
H -6.34411 0.03266 -5.95549 0.7942 0.9141 0.4278 0.125
H -4.09731 -0.25385 -4.46910 -0.5453 -0.1930 -0.0200 0.124
H -3.31393 1.17912 -2.18413 0.2830 -0.5470 -0.3180 0.105
H -7.47985 1.70212 -2.58348 0.1263 0.2305 -0.1703 0.162
H -4.99919 3.62820 -1.53662 -0.1188 0.1575 0.6887 0.094
H -4.40727 2.33134 -0.37498 0.2307 0.6163 -0.0793 0.071
H -6.10102 2.62266 -0.40607 -0.1148 0.5114 -0.3125 0.109
C 1.26477 5.08801 -3.95387 0.6440 0.7324 0.7607 -0.041
C 2.51443 5.42020 -3.00971 -1.0186 -0.2335 -1.7282 -0.115
N 2.45672 6.69214 -2.29255 -4.3765 0.8351 -0.7136 -0.061
C 3.48479 7.41196 -1.85125 1.2489 0.6172 0.4703 -0.013
C 2.99768 8.55730 -1.28658 -0.6358 0.0807 1.0811 0.021
N 1.61662 8.52084 -1.35786 0.6944 -1.8751 -1.9783 -0.077
C 1.28937 7.40260 -2.09438 1.6855 0.7476 1.6021 0.036
C 0.68715 9.51121 -0.79255 -0.4192 -0.4359 -0.6520 0.037
H 0.27469 5.33059 -3.56787 0.1318 -0.2928 0.6773 0.055
H 1.28667 4.01617 -4.15083 0.0421 0.1315 -0.1028 0.058
H 1.26763 5.66207 -4.88044 0.5792 -0.1553 -0.1169 0.087
H 3.35997 5.56737 -3.68164 0.1787 -0.6111 0.1436 0.126
H 2.65667 4.59101 -2.31667 0.1629 0.2327 0.0626 0.121
H 4.47314 7.01427 -2.02850 0.1261 0.4302 0.3485 0.153
H 3.42108 9.34102 -0.67590 0.4659 -0.1078 -0.3826 0.146
H 0.29056 7.17123 -2.43384 0.2769 -0.1950 0.1318 0.148
H 1.23330 10.37773 -0.41977 -0.0630 -0.3037 0.1324 0.114
H 0.07941 8.99025 -0.05272 0.2477 0.3508 0.3220 0.086
H 0.01126 9.83384 -1.58450 0.1233 0.1582 -0.0170 0.107
C 0.46332 -11.00761 4.45987 0.0941 0.1886 -0.0253 -0.102
C 1.21453 -9.65048 4.32792 0.0618 -1.1686 -0.2658 -0.221
C 1.88068 -9.59249 2.87881 -0.8460 -0.2233 1.0718 -0.230
C 2.38996 -8.22477 2.53828 1.2117 1.1212 -0.2902 -0.265
P 3.29113 -7.85256 0.93093 -1.2923 -1.1033 -0.2485 0.993
C 4.11134 -6.26900 0.94975 -0.3095 1.4603 1.3299 -0.244
C 3.32051 -5.09488 1.62051 0.0166 -0.1127 -0.0442 -0.234
C 2.24088 -4.33292 0.82878 -0.0808 -0.5554 1.9342 -0.228
C 1.64223 -3.29670 1.81312 0.4031 0.1881 -0.1444 -0.102
C 4.52950 -9.10001 0.59868 0.1641 0.3159 0.8494 -0.246
C 5.78504 -8.72493 -0.29560 -1.1760 -0.2971 0.4250 -0.187
C 5.45143 -8.13586 -1.69701 0.6451 -1.0995 1.2125 -0.250
C 4.48216 -9.01749 -2.44345 -0.4372 0.0747 -0.5248 -0.096
C 2.04812 -7.83347 -0.35293 -2.1226 -1.1539 -0.2541 -0.265
C 1.24749 -9.20644 -0.76240 0.6329 0.5913 -1.2891 -0.180
C 0.23997 -8.89257 -1.92128 -0.0832 0.2174 0.0468 -0.264
C -0.33131 -10.02266 -2.82327 1.3312 -0.1015 0.8853 -0.084
H -0.24794 -11.15555 3.64727 -0.0302 0.2865 -0.1882 0.069
H -0.14281 -11.05953 5.36431 0.2622 0.0559 0.1351 0.077
H 1.10275 -11.88947 4.42045 0.2475 0.1628 0.1724 0.078
H 1.96381 -9.51811 5.10841 0.5556 -0.5586 -0.1717 0.105
H 0.51945 -8.89625 4.69685 -0.3260 0.5934 -1.2288 0.100
H 1.13290 -9.87279 2.13696 0.0581 -0.3586 0.1309 0.090
H 2.70122 -10.30963 2.90173 -0.1633 -0.2316 -0.1760 0.119
H 3.15597 -7.96190 3.26782 -0.0119 0.2933 0.3517 0.102
H 1.54325 -7.54949 2.66144 0.2135 0.4724 -0.2907 0.100
H 4.50952 -6.01161 -0.03173 -0.1947 -0.1220 -0.0366 0.090
H 4.96901 -6.35794 1.61653 0.2848 -0.4665 -0.1481 0.110
H 4.03581 -4.40431 2.06722 0.3279 0.2724 -0.5866 0.114
H 2.85333 -5.43311 2.54541 -0.2616 -0.5045 -0.0499 0.099
H 1.41947 -5.03536 0.68746 0.0550 -0.0764 -0.8024 0.077
H 2.63103 -3.93231 -0.10685 -0.2142 0.1372 0.0428 0.110
H 1.10274 -3.73168 2.65445 -0.4061 -0.5930 -0.3630 0.078
H 0.98414 -2.59970 1.29426 0.0720 0.1248 0.1124 0.051
H 2.40341 -2.75989 2.37928 0.2204 0.3026 -0.5919 0.057
H 3.96902 -10.01557 0.40970 0.0876 -0.0748 -1.0910 0.103
H 4.70677 -9.34137 1.64673 1.3063 0.0451 0.3184 0.090
H 6.33901 -9.65486 -0.42378 -0.2124 -0.1649 -0.2461 0.118
H 6.52666 -8.10891 0.21295 -0.4392 0.3087 0.3646 0.110
H 6.44351 -8.24799 -2.13441 -0.1574 0.5367 -0.6834 0.117
H 5.16328 -7.08465 -1.70078 0.0708 0.0155 0.1242 0.086
H 3.44248 -9.03546 -2.11658 0.2174 0.2278 0.5313 0.028
H 4.82655 -10.04932 -2.37408 0.0226 -0.0233 -0.5272 0.099
H 4.37615 -8.64895 -3.46376 0.3810 -0.4817 -0.2741 0.087
H 2.43726 -7.29865 -1.21932 0.0439 -0.3236 -0.2096 0.085
H 1.24191 -7.20791 0.03023 -0.0236 0.3651 0.1212 0.074
H 0.69964 -9.70578 0.03674 0.3392 0.3497 0.3145 0.095
H 1.95731 -9.91944 -1.18178 0.1490 -0.1234 0.3263 0.087
H 0.74805 -8.16320 -2.55212 -0.2301 0.2680 -0.1485 0.090
H -0.64891 -8.45438 -1.46743 0.0885 0.5696 0.0262 0.098
H 0.45731 -10.52437 -3.38404 0.1348 -0.0479 0.0568 0.073
H -1.01971 -9.63709 -3.57528 -0.2178 0.0255 0.4079 0.077
H -0.76695 -10.76561 -2.15518 -0.4250 -0.0851 -0.3856 0.079
C 0.35582 -4.65888 -8.21535 0.8286 0.8751 1.6306 -0.075
C 1.14434 -3.88838 -7.05950 -0.7603 -0.5386 -2.0112 -0.236
C 0.85726 -2.36777 -7.09516 -0.5815 -0.4715 1.0669 -0.233
C 1.64846 -1.64268 -5.98583 1.2709 1.4568 -0.8225 -0.265
P 0.85223 -0.46597 -4.81268 0.6052 -0.3346 0.1799 1.046
C -0.42044 -1.40421 -3.97153 0.8615 -0.4364 0.3480 -0.242
C -0.06098 -2.71702 -3.11598 0.5345 1.6563 -1.9327 -0.212
C -1.19412 -3.02371 -2.19284 0.4522 -1.3445 -0.1265 -0.264
C -0.88608 -4.43568 -1.71716 -0.8624 -0.1909 1.4797 -0.102
C 2.00748 0.09054 -3.50378 -0.7952 -0.6835 0.4810 -0.274
C 3.17555 0.89593 -3.96847 0.2824 0.3359 -0.5272 -0.255
C 4.11371 1.40416 -2.87947 -1.2662 0.2982 0.4357 -0.257
C 5.18227 2.32201 -3.35916 2.1161 0.9165 -0.6900 -0.111
C 0.12538 1.00222 -5.71903 0.2186 -1.2143 -1.1610 -0.236
C -1.15669 1.58697 -5.15983 1.0814 0.7657 1.0218 -0.253
C -1.63671 2.97875 -5.68213 -0.5298 -1.6982 0.1142 -0.232
C -2.27260 2.86464 -7.06158 0.6059 0.8938 -0.5621 -0.099
H 0.80604 -4.39494 -9.17229 -0.5162 0.1987 -0.0728 0.078
H -0.68324 -4.36384 -8.06902 -0.1248 -0.2834 -0.7187 0.068
H 0.48065 -5.73576 -8.10196 -0.1619 0.0733 0.1105 0.073
H 2.18602 -4.08574 -7.31259 0.2634 0.2913 0.5210 0.109
H 0.89795 -4.35593 -6.10620 0.0550 0.2592 0.1698 0.091
H -0.18705 -2.11692 -6.90922 -0.4746 -0.5994 -0.1801 0.089
H 1.04452 -1.93088 -8.07606 0.3562 -0.1440 0.0629 0.123
H 2.31846 -1.00303 -6.56033 0.3119 0.4922 0.1203 0.094
H 2.39277 -2.27848 -5.50640 -0.4161 -0.2227 0.5848 0.104
H -1.01083 -1.62067 -4.86186 -0.7910 -0.5140 0.3768 0.086
H -0.91725 -0.67441 -3.33225 -0.3527 -0.1158 0.0576 0.076
H 0.91693 -2.77833 -2.63846 0.0227 1.4346 0.9304 0.105
H 0.24865 -3.55142 -3.74527 -1.2879 -0.2209 -0.8902 0.102
H -2.17197 -3.02736 -2.67439 0.0702 0.0641 -0.3765 0.119
H -1.28832 -2.32177 -1.36428 0.3462 0.1080 0.0443 0.090
H 0.06202 -4.50581 -1.18398 0.1916 0.1958 -0.0904 0.054
H -0.88706 -5.21272 -2.48156 -0.1822 0.2643 -0.1620 0.087
H -1.64588 -4.66714 -0.97068 -0.0427 -0.5817 0.0358 0.075
H 2.31245 -0.82282 -2.99303 0.2645 -0.3543 -0.1847 0.099
H 1.43096 0.55693 -2.70490 -0.4081 0.4774 -0.2228 0.080
H 2.78552 1.70931 -4.58035 0.3348 0.1880 -0.2254 0.099
H 3.75309 0.20508 -4.58270 0.2796 0.3743 -0.4719 0.123
H 4.34366 0.48787 -2.33576 1.0039 0.2846 0.2438 0.114
H 3.64033 2.07769 -2.16506 -1.0036 -0.4932 0.3023 0.096
H 5.82368 2.76312 -2.59619 0.2143 -0.8983 0.6554 0.082
H 4.86344 3.29867 -3.72326 -1.0867 -0.2231 -0.5857 0.061
H 5.86361 1.96272 -4.13039 -0.0836 -0.3396 0.0001 0.089
H -0.15993 0.63704 -6.70561 0.5031 -0.3198 -0.3257 0.097
H 0.95359 1.68730 -5.90021 -0.0355 0.2238 0.2464 0.093
H -0.92093 1.67162 -4.09900 -0.7926 0.1382 0.3736 0.075
H -1.92898 0.83887 -5.33880 -0.2607 0.1689 0.2662 0.097
H -0.87211 3.75205 -5.75629 0.2768 -0.2443 0.3183 0.098
H -2.34592 3.26230 -4.90450 -0.2018 0.4358 -0.1743 0.097
H -1.47202 2.64589 -7.76820 -0.0067 -0.2156 -0.1871 0.078
H -2.59906 3.85994 -7.36310 -0.3082 -0.0549 -0.0824 0.081
H -3.07797 2.15798 -7.26180 -0.0059 -0.0738 0.5709 0.078
C 1.13084 8.11481 3.78297 -0.5765 0.6846 0.9706 -0.111
C 0.71040 7.17859 2.68344 0.6199 -0.9357 -0.3621 -0.261
C 0.56049 5.65673 3.04391 0.7532 -0.1881 0.1508 -0.203
C 1.84679 5.07233 3.70127 -0.8544 -0.0228 0.7611 -0.260
P 1.78298 3.36733 4.40130 0.5302 0.8148 -1.1824 1.057
C 3.25975 3.17090 5.51516 -1.1202 -0.1789 -0.4765 -0.249
C 4.54566 3.68097 4.84717 -0.0118 -1.5255 0.5646 -0.222
C 5.78900 3.13849 5.63122 0.3552 2.0300 -1.2504 -0.256
C 6.10810 1.68524 5.63640 -0.7624 -0.7519 0.6416 -0.109
C 1.94199 2.17608 2.98337 -0.3157 1.4739 0.7100 -0.256
C 2.28620 0.76382 3.33754 0.0763 -1.2117 -0.0506 -0.247
C 2.65743 -0.07295 2.10901 2.5206 0.5081 0.3952 -0.231
C 3.80983 0.54162 1.20520 -2.1613 -0.3535 -0.5753 -0.072
C 0.15548 3.14151 5.14855 -0.0931 -0.3584 0.2325 -0.260
C -0.18946 3.89052 6.45423 1.5011 0.0817 0.8743 -0.254
C -1.62944 3.89255 6.86794 -1.4343 0.1541 0.2598 -0.258
C -1.94720 4.37827 8.31302 1.0410 -0.4654 0.1839 -0.075
H 0.87985 9.14408 3.52662 -0.1211 0.0325 -0.1834 0.079
H 2.20439 8.16446 3.96498 -0.0388 -0.4899 0.1838 0.082
H 0.57322 7.92774 4.70066 0.2380 -0.0539 0.2589 0.086
H 1.53882 7.32867 1.99112 -0.1524 -0.5456 -0.8104 0.091
H -0.20215 7.53953 2.20903 -0.0919 -0.1646 0.0281 0.079
H 0.40530 5.00139 2.18686 -0.3298 0.4426 -0.5251 0.088
H -0.30363 5.48170 3.68482 -0.0242 0.2677 0.1748 0.103
H 2.00056 5.56832 4.65963 0.4694 0.7102 -0.0989 0.086
H 2.68865 5.21203 3.02313 0.2270 -0.1086 0.3208 0.103
H 3.29223 2.08646 5.62021 0.2083 -0.1238 0.1897 0.069
H 3.08044 3.56169 6.51678 -0.1265 0.2560 -0.0805 0.110
H 4.55224 4.77056 4.81798 0.1400 -0.1055 -0.1330 0.112
H 4.52325 3.24377 3.84894 0.3427 0.3236 -0.3913 0.097
H 5.69930 3.64152 6.59404 0.5108 -0.4176 0.2892 0.121
H 6.66284 3.50672 5.09372 -0.0069 1.0257 0.2823 0.112
H 5.27162 1.18305 6.12240 0.1352 -0.8422 -0.2818 0.067
H 7.00949 1.44969 6.20219 -0.1138 0.2885 0.2550 0.090
H 6.34743 1.33484 4.63239 -0.5270 -0.1924 -0.1159 0.078
H 2.71781 2.55894 2.32033 0.3067 0.2292 0.2948 0.081
H 1.04901 2.38636 2.39475 -0.4215 -0.5972 0.0225 0.076
H 1.55027 0.13626 3.84022 -0.7284 0.5953 0.1630 0.111
H 3.09725 0.74015 4.06537 0.4142 0.2106 -0.2418 0.098
H 1.75207 -0.45934 1.64091 0.3737 0.2903 -0.5180 0.080
H 3.26268 -0.88985 2.50203 -0.7492 -0.5934 0.2043 0.086
H 4.76147 0.61921 1.73098 -0.1875 0.0680 -0.0036 0.082
H 3.50760 1.47000 0.72058 0.2144 0.3565 0.2732 0.049
H 3.88750 -0.12541 0.34663 0.4772 -0.2390 0.0829 0.059
H 0.16854 2.06016 5.28498 -0.2373 -0.3011 0.5113 0.090
H -0.60992 3.25247 4.38046 0.0221 0.4024 -0.2990 0.096
H 0.22455 4.89706 6.51406 -0.0291 0.3157 -0.5602 0.112
H 0.36778 3.40375 7.25463 0.1613 -0.2861 0.1258 0.114
H -1.96385 2.86258 6.74373 -0.4537 -0.0405 0.0562 0.108
H -2.21658 4.51116 6.18921 -0.0765 -0.1443 -0.2662 0.102
H -1.49065 5.33839 8.55352 -0.0999 0.2273 -0.3267 0.074
H -1.50546 3.70884 9.05115 0.1693 -0.2656 -0.0415 0.071
H -2.99468 4.42120 8.61142 -0.0867 0.0293 -0.6883 0.080
C -1.76359 -2.05578 1.78115 -0.0312 2.5643 1.1355 0.022
N -2.92645 -1.44247 2.56784 -2.0392 -0.5289 0.9562 -0.309
C -3.66653 -0.37457 1.71115 1.3534 -0.2545 0.9663 0.029
C -3.93761 -2.55975 2.78669 0.4879 0.3644 -0.2576 0.018
C -2.60808 -0.80516 3.94677 1.9792 -1.1840 -0.0387 -0.044
C -2.17534 -1.79564 5.11491 -0.5380 0.1824 -1.5735 -0.186
O -1.08157 -2.62160 4.73911 0.6912 0.4492 -0.7122 -0.085
H -1.12689 -1.17663 1.68213 0.1968 0.0058 -0.7834 0.083
H -2.20604 -2.35031 0.82953 0.5062 -0.4128 0.2067 0.092
H -1.13154 -2.71126 2.38029 -0.8824 -0.6181 -0.1181 0.081
H -3.87404 -0.83094 0.74329 -0.1166 0.1713 0.1175 0.102
H -2.99456 0.48136 1.64833 0.0032 -0.1106 -0.3423 0.076
H -4.53847 -0.02390 2.26328 -0.1259 -0.3767 -0.1171 0.104
H -4.88790 -2.15543 3.13536 0.1413 0.0408 -0.0483 0.120
H -3.54225 -3.26319 3.51946 -0.0093 -0.0345 -0.3253 0.099
H -4.03100 -3.00497 1.79615 -0.3731 -0.3048 0.3001 0.103
H -3.36983 -0.08181 4.23763 -0.3440 -0.4245 -0.0769 0.131
H -1.70722 -0.21714 3.77131 0.0192 0.1952 -0.2110 0.120
H -2.90985 -2.56243 5.36117 -0.8115 1.0358 0.6831 0.119
H -1.83489 -1.11325 5.89372 -0.6480 -0.1480 0.4140 0.131
H -0.79892 -3.03649 5.55738 0.2507 -0.2441 0.0072 0.101
P -0.71301 1.67878 -0.34377 -1.9078 2.0932 0.0465 0.165
F -0.47858 2.25940 -1.82808 -0.4197 -0.8591 -1.5806 -0.175
F 0.05119 3.03732 0.04717 1.3073 -0.4192 1.7088 -0.159
F -2.11239 2.55905 -0.20527 -0.0273 -0.1550 -0.4813 -0.197
F -0.96410 1.27698 1.21235 0.9147 -0.4771 -0.4410 -0.160
F -1.63755 0.48516 -0.90861 -0.2514 -0.6934 -0.0351 -0.173
F 0.53923 0.70282 -0.50127 0.5749 0.4295 0.6690 -0.130
P -4.78958 3.44613 3.72312 -0.4389 0.0559 0.6930 0.186
F -3.45127 2.50875 3.76847 -0.2218 -1.0193 -0.1039 -0.199
F -4.74722 3.37163 2.05738 -0.7232 -0.0654 0.4232 -0.218
F -5.77613 2.14007 3.75143 0.7626 0.5826 -0.3074 -0.170
F -6.07316 4.45890 3.78736 0.5350 -0.3723 -1.4055 -0.171
F -4.78962 3.54324 5.31956 0.4975 -0.4299 0.0256 -0.139
F -3.75288 4.66822 3.58134 -0.0929 1.1673 0.0843 -0.184
```
Positions in Å, forces in eV/Å.